{
  "formula": "C80H205N15O25",
  "method": "ωB97M-V with the def2-TZVPD basis set",
  "orbital_gap_ev": 8.3,
  "lumo_ev": 0.351,
  "e_tot_ev": -159794.71968,
  "de_lowest_kcal_mol": 309.69,
  "molar_mass_da": 1777.600,
  "symbols": ["C", "O", "C", "C", "N", "C", "C", "O", "C", "H", "H", "H", "H", "H", "H", "H", "H", "H", "H", "H", "H", "H", "H", "H", "C", "O", "C", "C", "N", "C", "C", "O", "C", "H", "H", "H", "H", "H", "H", "H", "H", "H", "H", "H", "H", "H", "H", "H", "C", "O", "C", "C", "N", "C", "C", "O", "C", "H", "H", "H", "H", "H", "H", "H", "H", "H", "H", "H", "H", "H", "H", "H", "C", "O", "C", "C", "N", "C", "C", "O", "C", "H", "H", "H", "H", "H", "H", "H", "H", "H", "H", "H", "H", "H", "H", "H", "C", "O", "C", "C", "N", "C", "C", "O", "C", "H", "H", "H", "H", "H", "H", "H", "H", "H", "H", "H", "H", "H", "H", "H", "C", "O", "C", "C", "N", "C", "C", "O", "C", "H", "H", "H", "H", "H", "H", "H", "H", "H", "H", "H", "H", "H", "H", "H", "C", "O", "C", "C", "N", "C", "C", "O", "C", "H", "H", "H", "H", "H", "H", "H", "H", "H", "H", "H", "H", "H", "H", "H", "C", "O", "C", "C", "N", "C", "C", "O", "C", "H", "H", "H", "H", "H", "H", "H", "H", "H", "H", "H", "H", "H", "H", "H", "C", "O", "C", "C", "N", "C", "C", "O", "C", "H", "H", "H", "H", "H", "H", "H", "H", "H", "H", "H", "H", "H", "H", "H", "C", "O", "C", "C", "N", "C", "C", "O", "C", "H", "H", "H", "H", "H", "H", "H", "H", "H", "H", "H", "H", "H", "H", "H", "C", "C", "C", "O", "C", "N", "H", "H", "H", "H", "H", "H", "H", "H", "H", "H", "H", "C", "C", "C", "O", "C", "N", "H", "H", "H", "H", "H", "H", "H", "H", "H", "H", "H", "C", "C", "C", "O", "C", "N", "H", "H", "H", "H", "H", "H", "H", "H", "H", "H", "H", "C", "C", "C", "O", "C", "N", "H", "H", "H", "H", "H", "H", "H", "H", "H", "H", "H", "C", "C", "C", "O", "C", "N", "H", "H", "H", "H", "H", "H", "H", "H", "H", "H", "H"],
  "coordinates": [[17.137, -14.632, 32.677], [17.928, -14.784, 31.499], [17.315, -14.423, 30.274], [15.971, -15.079, 29.790], [15.880, -16.543, 29.768], [14.640, -16.962, 29.144], [14.597, -18.491, 29.139], [15.291, -19.049, 27.962], [16.091, -20.163, 28.096], [17.656, -14.748, 33.629], [16.233, -15.239, 32.720], [16.758, -13.634, 32.895], [18.066, -14.757, 29.558], [17.162, -13.348, 30.186], [15.749, -14.660, 28.808], [15.119, -14.740, 30.380], [16.676, -17.002, 29.350], [14.422, -16.610, 28.135], [13.763, -16.642, 29.707], [13.548, -18.783, 29.161], [15.062, -18.844, 30.060], [16.830, -20.072, 28.891], [16.834, -20.216, 27.300], [15.379, -20.984, 28.186], [18.838, -27.030, 22.874], [18.028, -26.680, 23.941], [16.877, -26.061, 23.618], [16.042, -25.729, 24.810], [16.987, -25.228, 25.834], [17.550, -23.868, 25.718], [19.029, -23.938, 25.705], [19.736, -24.772, 26.621], [19.487, -24.652, 28.025], [19.782, -27.490, 23.167], [18.962, -26.235, 22.139], [18.364, -27.816, 22.286], [16.288, -26.737, 22.999], [17.084, -25.077, 23.197], [15.605, -26.683, 25.108], [15.270, -24.980, 24.635], [17.818, -25.793, 25.727], [17.180, -23.413, 26.637], [17.104, -23.135, 25.046], [19.400, -22.917, 25.612], [19.393, -24.189, 24.709], [18.580, -25.183, 28.315], [19.347, -23.620, 28.347], [20.311, -24.928, 28.683], [6.150, -20.214, 18.112], [5.067, -20.974, 17.822], [3.882, -20.589, 18.519], [2.808, -21.698, 18.403], [2.523, -21.829, 16.971], [1.886, -23.084, 16.531], [2.837, -24.234, 16.950], [4.172, -23.914, 16.546], [4.962, -25.083, 16.334], [7.191, -20.443, 17.881], [6.417, -20.194, 19.169], [6.031, -19.194, 17.749], [3.482, -19.672, 18.085], [4.082, -20.410, 19.575], [1.911, -21.465, 18.977], [3.147, -22.653, 18.805], [3.471, -21.618, 16.695], [1.875, -23.087, 15.441], [0.886, -23.260, 16.927], [2.538, -25.178, 16.493], [2.740, -24.495, 18.004], [5.215, -25.615, 17.251], [5.932, -24.697, 16.022], [4.641, -25.636, 15.451], [1.016, -24.576, 20.879], [1.094, -23.232, 21.359], [2.137, -22.739, 22.100], [3.290, -23.695, 22.396], [4.189, -23.833, 21.241], [4.874, -25.129, 20.997], [5.991, -25.641, 21.962], [5.385, -25.846, 23.288], [6.234, -26.191, 24.350], [1.610, -24.685, 19.972], [-0.052, -24.718, 20.713], [1.520, -25.308, 21.510], [1.628, -22.461, 23.023], [2.614, -21.862, 21.664], [2.822, -24.611, 22.756], [3.841, -23.376, 23.280], [4.896, -23.162, 21.505], [5.260, -24.935, 19.996], [4.071, -25.854, 20.869], [6.776, -24.889, 22.043], [6.399, -26.532, 21.485], [5.867, -26.864, 25.125], [6.850, -25.385, 24.748], [6.886, -26.921, 23.872], [7.275, -26.632, 30.905], [6.839, -26.123, 29.655], [6.265, -27.130, 28.847], [7.321, -27.996, 28.134], [8.314, -27.159, 27.409], [9.251, -27.949, 26.568], [10.164, -27.062, 25.579], [11.489, -27.148, 26.150], [12.504, -26.350, 25.581], [8.363, -26.600, 30.970], [6.846, -27.579, 31.230], [6.961, -25.999, 31.734], [5.558, -26.674, 28.153], [5.554, -27.792, 29.342], [6.988, -28.676, 27.351], [7.725, -28.672, 28.888], [8.851, -26.710, 28.137], [8.674, -28.569, 25.881], [9.891, -28.654, 27.098], [9.700, -26.082, 25.463], [10.227, -27.627, 24.649], [12.467, -25.354, 26.021], [12.279, -26.264, 24.518], [13.455, -26.828, 25.816], [14.883, -21.024, 24.515], [13.950, -21.993, 24.128], [13.218, -22.610, 25.179], [12.179, -21.717, 25.903], [11.260, -21.223, 24.795], [10.314, -22.272, 24.293], [9.471, -21.708, 23.010], [10.277, -21.562, 21.815], [9.565, -21.518, 20.635], [14.488, -20.258, 25.181], [15.246, -20.472, 23.648], [15.801, -21.407, 24.962], [13.841, -23.154, 25.889], [12.776, -23.443, 24.632], [12.638, -20.848, 26.376], [11.638, -22.256, 26.680], [11.695, -20.790, 23.993], [9.508, -22.406, 25.015], [10.871, -23.186, 24.089], [8.795, -20.865, 23.155], [8.679, -22.419, 22.774], [8.590, -22.005, 20.670], [10.161, -21.947, 19.830], [9.455, -20.466, 20.372], [14.769, -23.568, 21.442], [15.483, -24.185, 20.483], [15.846, -23.233, 19.437], [16.660, -23.887, 18.358], [17.894, -24.517, 18.817], [18.657, -25.436, 17.920], [20.015, -25.984, 18.409], [19.955, -26.605, 19.715], [19.816, -28.038, 19.786], [13.886, -23.011, 21.129], [15.507, -23.049, 22.054], [14.457, -24.300, 22.187], [16.190, -22.314, 19.913], [14.973, -23.045, 18.813], [17.021, -23.215, 17.580], [16.005, -24.660, 17.955], [17.626, -24.960, 19.684], [18.761, -24.942, 16.954], [18.053, -26.288, 17.610], [20.627, -25.110, 18.633], [20.597, -26.543, 17.676], [20.378, -28.406, 18.928], [18.762, -28.315, 19.749], [20.329, -28.440, 20.660], [18.081, -17.363, 27.068], [18.809, -17.560, 25.872], [20.246, -17.856, 25.942], [20.544, -19.300, 26.355], [21.968, -19.466, 26.615], [22.534, -20.768, 26.831], [24.046, -20.844, 27.022], [24.534, -19.874, 27.917], [25.999, -19.890, 28.230], [18.234, -18.140, 27.817], [17.000, -17.366, 26.929], [18.326, -16.491, 27.674], [20.594, -17.150, 26.696], [20.789, -17.582, 25.037], [20.342, -20.050, 25.590], [20.170, -19.538, 27.351], [22.251, -18.904, 27.406], [22.219, -21.501, 26.087], [22.216, -21.174, 27.791], [24.552, -20.728, 26.064], [24.330, -21.877, 27.221], [26.175, -18.966, 28.781], [26.572, -19.722, 27.318], [26.343, -20.675, 28.903], [25.196, -21.426, 21.578], [24.594, -20.136, 21.802], [23.450, -20.019, 22.640], [22.164, -20.751, 22.115], [21.885, -21.884, 22.894], [20.724, -22.682, 22.351], [19.339, -21.979, 22.532], [19.215, -21.433, 23.800], [18.049, -20.580, 23.890], [25.802, -21.435, 20.672], [24.506, -22.223, 21.301], [25.826, -21.694, 22.427], [23.369, -18.932, 22.633], [23.727, -20.427, 23.612], [22.324, -21.000, 21.066], [21.287, -20.132, 22.302], [21.698, -21.709, 23.871], [20.528, -23.579, 22.938], [20.881, -22.972, 21.312], [18.573, -22.685, 22.212], [19.200, -21.221, 21.761], [17.320, -21.241, 23.421], [18.020, -19.689, 23.263], [17.763, -20.309, 24.906], [11.234, -19.020, 18.479], [9.879, -18.891, 18.608], [9.304, -17.599, 18.611], [8.920, -17.298, 20.096], [7.756, -18.040, 20.493], [7.860, -18.272, 21.862], [6.516, -18.815, 22.410], [6.481, -20.245, 22.297], [5.602, -21.037, 23.129], [11.633, -20.008, 18.249], [11.716, -18.535, 19.327], [11.560, -18.481, 17.589], [8.492, -17.324, 17.937], [10.095, -16.870, 18.436], [8.484, -16.301, 20.044], [9.757, -17.242, 20.793], [7.994, -18.887, 19.997], [8.182, -17.401, 22.433], [8.510, -19.116, 22.093], [5.549, -18.535, 21.991], [6.400, -18.773, 23.493], [5.648, -22.112, 22.955], [4.535, -20.813, 23.108], [5.960, -21.020, 24.158], [13.573, -15.858, 22.191], [12.429, -16.924, 22.141], [12.864, -18.381, 22.281], [13.762, -18.707, 21.235], [13.784, -20.134, 20.915], [11.520, -16.660, 23.182], [14.062, -15.954, 21.222], [14.347, -16.132, 22.908], [13.223, -14.828, 22.271], [11.894, -16.890, 21.193], [12.028, -19.080, 22.301], [13.440, -18.417, 23.206], [14.174, -20.759, 21.718], [14.403, -20.312, 20.035], [12.781, -20.559, 20.903], [11.125, -15.731, 23.142], [11.860, -16.680, 24.133], [16.571, -27.612, 31.741], [16.457, -26.249, 31.085], [15.040, -26.049, 30.224], [14.708, -27.142, 29.394], [15.380, -27.320, 28.121], [16.441, -25.262, 32.153], [16.607, -28.390, 30.979], [15.642, -27.928, 32.214], [17.361, -27.822, 32.462], [17.312, -26.054, 30.438], [14.998, -25.114, 29.666], [14.153, -25.912, 30.843], [16.461, -27.299, 28.258], [15.054, -26.549, 27.423], [15.148, -28.359, 27.888], [16.236, -25.750, 33.013], [17.422, -25.037, 32.241], [11.073, -22.869, 29.947], [10.509, -21.532, 29.358], [9.065, -21.638, 28.817], [9.065, -22.527, 27.620], [7.753, -23.089, 27.318], [10.512, -20.574, 30.537], [11.835, -22.811, 30.724], [11.258, -23.650, 29.210], [10.266, -23.334, 30.514], [11.177, -21.098, 28.614], [8.679, -20.633, 28.647], [8.445, -22.025, 29.625], [7.830, -23.954, 26.660], [7.040, -22.375, 26.905], [7.323, -23.380, 28.276], [10.342, -19.699, 30.063], [9.792, -20.745, 31.224], [10.315, -15.666, 26.312], [10.433, -16.592, 27.593], [9.048, -17.132, 27.938], [9.240, -17.829, 29.148], [9.178, -16.993, 30.311], [11.477, -17.601, 27.509], [9.616, -14.832, 26.375], [9.907, -16.281, 25.510], [11.303, -15.238, 26.138], [10.622, -16.001, 28.489], [8.574, -17.702, 27.138], [8.353, -16.311, 28.116], [10.087, -16.442, 30.551], [9.026, -17.607, 31.199], [8.334, -16.305, 30.347], [11.393, -18.246, 28.281], [11.211, -18.286, 26.816], [9.610, -24.439, 18.107], [8.971, -25.820, 18.131], [9.926, -26.843, 17.432], [10.278, -26.675, 16.080], [9.409, -26.856, 15.027], [8.698, -26.217, 19.533], [9.004, -23.639, 18.533], [9.899, -24.021, 17.142], [10.567, -24.410, 18.628], [8.037, -25.798, 17.569], [9.599, -27.874, 17.567], [10.873, -26.832, 17.970], [8.590, -26.138, 15.065], [8.862, -27.792, 15.135], [9.997, -26.697, 14.123], [9.555, -26.246, 20.067], [8.349, -27.164, 19.543]],
  "lowdin_charge": [-0.119, -0.171, -0.197, -0.205, -0.049, -0.235, -0.159, -0.219, -0.149, 0.081, 0.081, 0.076, 0.106, 0.116, 0.109, 0.106, 0.091, 0.112, 0.113, 0.093, 0.122, 0.085, 0.069, 0.094, -0.098, -0.170, -0.284, -0.174, -0.026, -0.195, -0.225, -0.158, -0.093, 0.101, 0.083, 0.077, 0.136, 0.121, 0.097, 0.110, 0.079, 0.104, 0.102, 0.104, 0.109, 0.067, 0.081, 0.083, -0.162, -0.168, -0.174, -0.201, -0.064, -0.152, -0.236, -0.185, -0.105, 0.086, 0.066, 0.094, 0.125, 0.111, 0.115, 0.085, 0.079, 0.110, 0.115, 0.108, 0.086, 0.079, 0.076, 0.090, -0.075, -0.178, -0.250, -0.228, -0.027, -0.170, -0.155, -0.208, -0.120, 0.060, 0.095, 0.070, 0.121, 0.104, 0.106, 0.100, 0.070, 0.104, 0.111, 0.108, 0.102, 0.081, 0.075, 0.073, -0.113, -0.176, -0.234, -0.202, -0.052, -0.174, -0.160, -0.217, -0.102, 0.087, 0.089, 0.079, 0.113, 0.113, 0.109, 0.108, 0.100, 0.096, 0.113, 0.108, 0.108, 0.075, 0.087, 0.062, -0.117, -0.188, -0.220, -0.134, -0.046, -0.129, -0.147, -0.199, -0.125, 0.089, 0.076, 0.049, 0.110, 0.091, 0.094, 0.097, 0.074, 0.088, 0.094, 0.090, 0.094, 0.092, 0.080, 0.065, -0.173, -0.177, -0.182, -0.222, -0.061, -0.190, -0.190, -0.225, -0.093, 0.094, 0.082, 0.085, 0.121, 0.119, 0.125, 0.118, 0.089, 0.112, 0.104, 0.111, 0.117, 0.078, 0.085, 0.081, -0.129, -0.192, -0.147, -0.186, -0.080, -0.218, -0.254, -0.192, -0.046, 0.067, 0.083, 0.071, 0.115, 0.121, 0.102, 0.117, 0.110, 0.111, 0.111, 0.102, 0.120, 0.076, 0.082, 0.081, -0.097, -0.213, -0.172, -0.220, -0.070, -0.134, -0.262, -0.215, -0.070, 0.078, 0.074, 0.082, 0.120, 0.102, 0.127, 0.108, 0.082, 0.092, 0.116, 0.111, 0.112, 0.056, 0.102, 0.082, -0.123, -0.213, -0.164, -0.211, -0.047, -0.211, -0.163, -0.247, -0.084, 0.095, 0.082, 0.089, 0.127, 0.113, 0.117, 0.098, 0.073, 0.126, 0.104, 0.121, 0.107, 0.055, 0.085, 0.082, -0.036, -0.446, -0.201, -0.184, -0.074, 0.027, 0.066, 0.078, 0.072, 0.114, 0.115, 0.121, 0.046, 0.087, 0.072, 0.075, 0.060, -0.087, -0.386, -0.162, -0.228, -0.071, 0.013, 0.068, 0.081, 0.077, 0.112, 0.105, 0.111, 0.076, 0.057, 0.092, 0.059, 0.064, -0.056, -0.378, -0.154, -0.212, -0.081, 0.038, 0.071, 0.063, 0.063, 0.109, 0.110, 0.112, 0.065, 0.075, 0.073, 0.022, 0.066, -0.045, -0.414, -0.209, -0.220, -0.093, 0.079, 0.072, 0.061, 0.071, 0.118, 0.129, 0.118, 0.085, 0.084, 0.089, 0.049, 0.072, -0.067, -0.403, -0.200, -0.191, -0.122, 0.047, 0.061, 0.081, 0.077, 0.119, 0.115, 0.123, 0.074, 0.087, 0.098, 0.070, 0.064]
}